Model A:
A 7-piece molecular cluster, C21H56O21S7 overall. Source: the Open Molecules 2025 dataset; level of theory: ωB97M-V/def2-TZVPD.

Calculated values
HOMO in Eh: -0.39386
Orbital gap in eV: 10.95
SMILES string: CCOS(C)(=O)=O.CCOS(C)(=O)=O.CCOS(C)(=O)=O.CCOS(C)(=O)=O.CCOS(C)(=O)=O.CCOS(C)(=O)=O.CCOS(C)(=O)=O

Each line ends with the Löwdin charge.
Positions of all 105 atoms, in Å:
S: -5.356 -8.959 25.395  0.71
S: -3.049 -12.517 25.190  0.62
S: 2.306 -18.592 27.587  0.71
S: -3.339 -20.454 25.495  0.74
S: 1.350 -17.422 23.108  0.75
S: -3.857 -19.217 31.981  0.68
S: -5.779 -13.375 21.249  0.65
O: 1.693 -16.258 23.979  -0.33
O: 2.213 -17.334 21.707  -0.25
O: -6.928 -8.346 25.330  -0.27
O: -4.221 -19.255 26.240  -0.30
O: -6.353 -13.058 19.682  -0.31
O: -3.003 -21.559 26.422  -0.31
O: 1.157 -19.200 26.910  -0.32
O: -5.309 -19.324 31.861  -0.30
O: 3.670 -18.976 27.224  -0.29
O: -4.364 -7.894 25.172  -0.31
O: 2.099 -18.914 29.254  -0.27
O: -5.365 -10.157 24.558  -0.32
O: -4.368 -13.173 21.292  -0.29
O: -2.581 -11.354 25.910  -0.30
O: -1.971 -13.726 25.474  -0.27
O: -4.018 -20.679 24.162  -0.33
O: -3.082 -19.448 30.550  -0.27
O: -0.066 -17.761 22.831  -0.30
O: -6.373 -14.581 21.721  -0.27
O: -4.412 -12.912 25.240  -0.28
O: -3.169 -19.923 33.077  -0.30
C: -5.269 -9.457 27.213  -0.07
C: -1.790 -19.443 25.133  -0.09
C: -6.957 -6.473 23.660  -0.09
C: -3.390 -17.462 32.214  -0.10
C: 2.044 -16.757 27.750  -0.08
C: -6.085 -18.093 27.095  -0.04
C: -7.136 -6.914 25.064  -0.27
C: -6.452 -11.921 22.097  -0.11
C: -7.766 -12.930 19.397  -0.23
C: 4.062 -16.555 20.452  -0.07
C: -7.762 -11.814 18.263  -0.04
C: 1.171 -20.400 30.912  -0.06
C: 2.255 -18.936 23.812  -0.07
C: -2.630 -12.154 23.434  -0.10
C: -1.198 -15.818 25.564  -0.07
C: -2.237 -18.157 28.937  -0.04
C: 3.313 -16.519 21.733  -0.37
C: 2.063 -20.275 29.677  -0.31
C: -2.343 -15.023 24.975  -0.24
C: -3.530 -18.806 29.424  -0.31
C: -5.536 -19.457 26.605  -0.31
H: -3.382 -11.510 22.977  0.05
H: 4.470 -17.546 20.253  0.08
H: 2.649 -19.616 23.056  0.07
H: -6.789 -18.266 27.909  0.08
H: -6.716 -6.179 25.750  0.12
H: 3.287 -15.473 22.039  0.13
H: -2.181 -18.658 24.485  0.06
H: -6.130 -19.866 25.788  0.12
H: -1.934 -17.164 29.269  0.08
H: -6.372 -5.557 23.582  0.08
H: -6.332 -11.089 21.404  0.08
H: 3.092 -18.654 24.450  0.06
H: -5.665 -20.264 27.326  0.12
H: -1.355 -19.254 26.114  0.04
H: -5.978 -8.808 27.727  0.06
H: -1.370 -20.222 24.496  0.07
H: -8.204 -10.909 18.680  0.07
H: 1.477 -19.586 31.569  0.07
H: -4.304 -9.154 27.619  0.06
H: -7.988 -13.908 18.971  0.11
H: -6.368 -7.083 22.975  0.08
H: 1.664 -21.005 28.972  0.11
H: -5.346 -17.383 27.465  0.07
H: -1.350 -18.790 28.945  0.08
H: 1.476 -21.351 31.348  0.09
H: 1.461 -19.486 24.317  0.04
H: -5.834 -11.657 22.955  0.03
H: 4.796 -15.793 20.188  0.09
H: -3.982 -19.476 28.693  0.11
H: -8.511 -12.231 17.590  0.06
H: -1.184 -15.701 26.648  0.08
H: 0.114 -20.144 30.835  0.07
H: -2.318 -17.499 32.408  0.07
H: -2.627 -17.927 27.945  0.06
H: -1.269 -16.885 25.352  0.05
H: -4.050 -17.158 33.027  0.07
H: -3.368 -15.153 25.322  0.12
H: -5.480 -10.526 27.246  0.06
H: -0.274 -15.525 25.066  0.06
H: 2.971 -20.831 29.910  0.12
H: 3.327 -16.317 19.684  0.08
H: -2.202 -15.180 23.905  0.12
H: 1.898 -16.339 26.754  0.05
H: -6.535 -17.584 26.243  0.08
H: -8.375 -12.683 20.266  0.11
H: -3.623 -16.867 31.331  0.06
H: -2.691 -13.098 22.892  0.04
H: -1.651 -11.676 23.391  0.07
H: -4.306 -18.069 29.632  0.11
H: -7.966 -6.393 23.254  0.08
H: 2.889 -16.275 28.242  0.07
H: -6.815 -11.781 17.724  0.08
H: -7.515 -12.034 22.310  0.07
H: -8.202 -6.844 25.282  0.11
H: 3.876 -17.031 22.514  0.11
H: 1.120 -16.429 28.225  0.07

Model B:
A 7-piece molecular cluster, C21H56O21S7 overall. Source: the Open Molecules 2025 dataset; level of theory: ωB97M-V/def2-TZVPD.

Calculated values
HOMO in Eh: -0.40482
Orbital gap in eV: 11.12
SMILES string: CCOS(C)(=O)=O.CCOS(C)(=O)=O.CCOS(C)(=O)=O.CCOS(C)(=O)=O.CCOS(C)(=O)=O.CCOS(C)(=O)=O.CCOS(C)(=O)=O

Each line ends with the Löwdin charge.
Positions of all 105 atoms, in Å:
S: -26.160 29.414 7.023  0.58
S: -30.486 36.510 16.822  0.57
S: -30.863 31.733 14.196  0.55
S: -34.155 31.908 18.882  0.56
S: -23.213 24.282 15.470  0.55
S: -22.621 31.016 16.605  0.57
S: -28.768 34.781 10.564  0.58
O: -24.190 25.501 15.218  -0.26
O: -23.744 23.181 14.736  -0.27
O: -21.854 24.663 15.270  -0.27
O: -31.630 30.826 13.405  -0.27
O: -27.644 34.701 11.441  -0.28
O: -29.303 31.659 13.900  -0.27
O: -32.962 31.356 18.319  -0.29
O: -26.607 28.150 6.556  -0.26
O: -26.936 30.611 6.943  -0.27
O: -25.909 29.188 8.595  -0.27
O: -31.280 33.098 14.163  -0.28
O: -30.558 37.243 18.039  -0.25
O: -34.967 32.704 17.774  -0.25
O: -22.824 31.600 15.141  -0.26
O: -22.303 29.630 16.479  -0.27
O: -31.030 37.143 15.652  -0.29
O: -28.788 34.078 9.327  -0.27
O: -29.028 36.060 16.412  -0.26
O: -23.714 31.460 17.408  -0.27
O: -34.124 32.804 19.982  -0.25
O: -29.138 36.302 10.205  -0.24
C: -26.874 31.069 9.870  -0.08
C: -28.900 35.429 15.110  -0.24
C: -29.120 37.217 11.308  -0.30
C: -30.327 34.307 11.347  -0.09
C: -25.627 30.298 9.460  -0.25
C: -27.760 34.429 15.212  -0.05
C: -24.478 29.711 6.489  -0.11
C: -24.127 31.717 14.549  -0.27
C: -30.840 31.137 15.869  -0.09
C: -23.686 26.846 15.379  -0.26
C: -29.173 38.643 10.785  -0.06
C: -28.772 30.417 13.367  -0.23
C: -31.300 34.940 16.987  -0.12
C: -34.676 32.448 16.381  -0.26
C: -23.451 23.958 17.217  -0.11
C: -24.819 27.819 15.549  -0.06
C: -35.881 32.986 15.619  -0.05
C: -21.129 31.912 16.929  -0.12
C: -24.381 33.090 13.993  -0.06
C: -35.242 30.552 19.252  -0.11
C: -27.723 29.776 14.256  -0.05
H: -28.169 29.265 15.106  0.08
H: -27.213 29.049 13.623  0.08
H: -36.779 32.520 16.017  0.08
H: -27.820 33.747 14.361  0.06
H: -28.554 36.222 14.450  0.12
H: -33.813 33.017 16.029  0.11
H: -29.584 29.691 13.308  0.11
H: -24.046 30.562 7.003  0.06
H: -23.651 33.361 13.228  0.08
H: -25.233 28.272 14.647  0.06
H: -32.213 35.048 17.570  0.08
H: -21.359 32.976 16.973  0.08
H: -24.416 23.478 17.345  0.07
H: -35.940 34.062 15.786  0.08
H: -30.519 30.100 15.847  0.08
H: -24.411 33.866 14.756  0.08
H: -22.631 23.263 17.385  0.07
H: -20.772 31.689 17.933  0.08
H: -30.333 34.939 12.229  0.05
H: -31.515 34.561 15.992  0.03
H: -35.722 32.860 14.549  0.08
H: -26.755 31.427 10.900  0.06
H: -29.877 37.054 12.080  0.12
H: -24.497 28.673 16.140  0.05
H: -24.242 30.866 13.877  0.12
H: -27.772 30.454 9.834  0.09
H: -23.005 27.148 14.582  0.13
H: -25.659 27.315 16.031  0.09
H: -30.148 38.712 10.293  0.08
H: -28.425 30.610 12.355  0.10
H: -34.469 31.394 16.196  0.12
H: -25.345 33.111 13.477  0.07
H: -36.095 30.819 19.869  0.08
H: -25.205 29.758 10.304  0.12
H: -23.042 26.823 16.263  0.11
H: -28.454 38.829 9.990  0.08
H: -24.465 29.739 5.405  0.07
H: -28.190 37.108 11.879  0.11
H: -30.224 33.247 11.562  0.06
H: -30.661 34.266 17.557  0.08
H: -27.777 33.879 16.151  0.09
H: -26.809 34.938 15.051  0.07
H: -20.400 31.723 16.149  0.08
H: -31.111 34.419 10.607  0.08
H: -30.089 31.760 16.354  0.08
H: -24.900 31.553 15.308  0.10
H: -34.605 29.863 19.805  0.07
H: -24.000 28.808 6.869  0.07
H: -24.935 31.018 9.019  0.11
H: -29.096 39.344 11.610  0.08
H: -31.818 31.279 16.321  0.04
H: -27.057 31.995 9.329  0.06
H: -29.837 34.975 14.804  0.08
H: -26.988 30.503 14.604  0.07
H: -23.401 24.906 17.743  0.06
H: -35.581 30.105 18.320  0.07

Energies relative to the minimum, kcal/mol: model A 112.7; model B 0.0

Model A:
One molecule with the formula C8H12N2. Source: the Open Molecules 2025 dataset; level of theory: ωB97M-V/def2-TZVPD.

Calculated values
HOMO in Eh: -0.34098
Orbital gap in eV: 9.88
SMILES string: [H]/N=C(/CCC)[C@@H]1C=CN=C1

Each line ends with the Löwdin charge.
Positions of all 22 atoms, in Å:
N: -0.448 -0.492 -1.958  0.16
N: -4.027 -0.138 0.895  0.06
C: -1.722 -0.079 0.193  -0.18
C: -0.568 0.189 -0.922  -0.33
C: -3.519 -1.435 0.766  -0.15
C: 2.352 -0.355 -0.366  -0.11
C: -2.238 -1.477 0.352  -0.07
C: 0.412 1.263 -0.598  -0.17
C: 1.533 0.734 0.313  -0.25
C: -3.061 0.634 0.496  -0.10
H: -0.089 2.103 -0.116  0.11
H: -1.129 -1.227 -2.117  0.06
H: 1.108 0.350 1.245  0.10
H: -3.160 1.707 0.488  0.10
H: -1.645 -2.362 0.200  0.10
H: 2.186 1.574 0.567  0.11
H: 2.861 0.045 -1.240  0.08
H: -1.178 0.159 1.122  0.15
H: 0.858 1.597 -1.536  0.12
H: 1.710 -1.169 -0.697  0.06
H: -4.170 -2.260 0.997  0.10
H: 3.097 -0.755 0.318  0.07

Model B:
One molecule with the formula C8H12N2. Source: the Open Molecules 2025 dataset; level of theory: ωB97M-V/def2-TZVPD.

Calculated values
HOMO in Eh: -0.33467
Orbital gap in eV: 9.87
SMILES string: CC(C)N1CC=C[C@H]1C#N

Each line ends with the Löwdin charge.
Positions of all 22 atoms, in Å:
N: -0.068 0.089 -0.393  -0.05
N: -3.250 -1.850 -0.205  0.18
C: 2.260 -0.023 -0.109  -0.12
C: 0.027 1.563 -0.595  -0.18
C: -1.241 2.134 -0.076  -0.04
C: -1.508 -0.117 0.468  -0.22
C: 0.825 -2.029 -0.077  -0.05
C: 0.997 -0.532 0.377  -0.50
C: -2.436 -1.094 0.053  -0.21
C: -2.106 1.215 0.359  -0.06
H: 2.681 0.945 0.375  0.10
H: -3.030 1.430 0.736  0.09
H: 1.002 -0.375 1.458  0.14
H: 3.147 -0.715 -0.006  0.09
H: 0.792 -2.225 -1.108  0.05
H: 2.059 0.196 -1.278  0.14
H: 0.096 1.774 -1.694  0.14
H: -1.058 -0.329 1.489  0.16
H: 1.684 -2.670 0.424  0.11
H: -0.194 -2.456 0.168  0.07
H: -1.542 3.139 -0.209  0.10
H: 0.864 1.931 -0.158  0.06

Energies relative to the minimum, kcal/mol: model A 0.0; model B 34.8

Model A:
One molecule with the formula C5H7Br. Source: the Open Molecules 2025 dataset; level of theory: ωB97M-V/def2-TZVPD.

Calculated values
HOMO (spin up / spin down) in Eh: -0.31966 / -0.28339
Orbital gap (spin up / spin down) in eV: 7.96 / 7.53

Each line ends with the Löwdin charge.
Positions of all 13 atoms, in Å:
Br: -2.766 0.235 -0.004  0.69
C: -0.123 -0.883 -0.248  -0.48
C: -0.854 0.380 -0.242  -0.62
C: -0.436 -2.150 0.095  0.15
C: -0.381 1.746 0.030  -0.15
C: 1.357 -0.678 0.014  -0.12
H: -1.213 -2.907 -0.049  0.04
H: 1.505 -0.217 1.124  0.14
H: 1.942 -1.689 -0.086  0.10
H: 1.772 -0.098 -0.792  0.06
H: -0.790 2.544 -0.547  0.08
H: -0.637 2.001 0.982  0.05
H: 0.624 1.716 -0.277  0.06

Model B:
C5H7Br as an isolated structure. Source: the Open Molecules 2025 dataset; level of theory: ωB97M-V/def2-TZVPD.

Calculated values
HOMO in Eh: -0.32151
Orbital gap in eV: 9.73

Each line ends with the Löwdin charge.
Positions of all 13 atoms, in Å:
Br: -3.723 -0.140 0.130  0.62
C: 1.337 -0.193 0.727  -0.03
C: -0.709 -1.303 -0.503  0.10
C: -2.076 0.065 -0.836  -0.60
C: -0.936 0.860 -0.066  -0.24
C: -0.031 -0.309 0.045  -0.39
H: -1.015 -2.323 -0.694  0.07
H: 2.062 -0.134 -0.001  0.04
H: -2.198 0.260 -1.818  0.00
H: -1.254 1.134 0.975  0.11
H: 1.603 -0.988 1.319  0.04
H: 1.262 0.848 1.235  0.12
H: -0.392 1.715 -0.712  0.15

Energies relative to the minimum, kcal/mol: model A 38.4; model B 0.0